[1]
A molecular structure, C5H12AlBF4N4O2 at a distorted geometry, computed with ωB97M-V/def2-TZVPD.

```
! RIJCOSX wB97M-V def2-TZVPD def2/J DEFGRID3
* xyz 0 1
C -1.537 -0.069 0.892
C -0.872 -1.137 -0.024
C 0.017 -0.564 -1.081
C -0.298 0.012 -2.267
N 0.881 0.348 -2.890
O 0.867 0.955 -4.124
C 1.940 0.022 -2.150
N 3.250 0.225 -2.523
N 1.413 -0.508 -1.058
B 2.267 -1.000 0.107
N 2.756 0.005 1.031
O 2.460 -2.344 0.171
H -2.614 -0.246 0.960
H -1.175 -0.243 1.910
H -1.350 0.963 0.593
H -0.250 -1.789 0.604
H -1.626 -1.755 -0.518
H -1.277 0.178 -2.690
H 1.355 1.784 -3.984
H 3.360 0.008 -3.513
H 3.897 -0.391 -2.041
H 2.589 -0.221 2.006
H 3.721 0.272 0.874
H 2.353 -2.669 1.076
F -3.930 3.110 4.441
Al -4.433 1.637 3.736
F -5.786 1.019 4.572
F -3.140 0.498 3.804
F -4.839 1.898 2.088
*
```

- E_HOMO (hartree) = -0.36521
- DFT total energy (Eh) = -1234.2785
- LUMO level (eV) = -1.44



[2]
2 unconnected molecules or ions with the total composition C3H4IN3 at a distorted geometry, computed with ωB97M-V/def2-TZVPD.

```
! RIJCOSX wB97M-V def2-TZVPD def2/J DEFGRID3
* xyz 0 1
C -0.631 0.212 1.932
C 0.219 0.231 -0.010
C -0.773 -0.810 -0.095
N 0.328 0.801 1.237
N -1.428 -0.634 1.090
N 0.934 0.554 -1.106
I 2.128 -0.991 -4.221
H -0.724 0.374 3.023
H -2.109 -1.340 1.414
H 0.614 0.218 -2.007
H 1.442 1.385 -1.255
*
```

- E_HOMO (alpha / beta) (hartree) = -0.30525 / -0.28492
- energy relative to the best compared isomer or geometry (same formula, charge and spin) (kcal/mol) = 64.20
- DFT total energy (Eh) = -578.5620
- LUMO level (alpha / beta) (eV) = -0.75 / -3.53



[3]
A molecular structure, C19H27Cl2N3STi at a distorted geometry, computed with ωB97M-V/def2-TZVPD.

```
! RIJCOSX wB97M-V def2-TZVPD def2/J DEFGRID3
* xyz 2 3
Ti -0.411 0.008 0.101
C -1.090 2.540 2.729
C -1.478 1.233 2.084
C -2.509 1.163 1.138
C -3.018 -0.067 0.709
C -2.439 -1.261 1.142
C -1.383 -1.227 2.047
C -0.938 0.015 2.531
H -1.756 2.735 3.574
H -1.185 3.378 2.041
H -0.071 2.514 3.112
H -3.001 2.078 0.832
H -3.915 -0.093 0.112
H -2.870 -2.206 0.849
H -0.975 -2.140 2.449
H -0.218 0.036 3.336
N 1.460 -0.017 -4.567
C -0.059 -0.002 -4.565
C -0.599 1.334 -3.978
C -1.512 1.288 -2.734
N -0.784 1.521 -1.418
C -2.341 0.011 -2.739
C -1.522 -1.274 -2.732
N -0.781 -1.510 -1.423
C -0.625 -1.331 -3.986
H 1.837 0.797 -5.045
H 1.821 -0.838 -5.043
H 1.839 -0.018 -3.599
H -0.299 0.003 -5.621
H -1.196 1.793 -4.763
H 0.229 2.028 -3.804
H -2.205 2.111 -2.854
H -1.181 2.332 -0.978
H 0.168 1.787 -1.625
H -2.970 0.012 -3.636
H -3.018 0.016 -1.896
H -2.224 -2.092 -2.842
H 0.174 -1.763 -1.640
H -1.163 -2.330 -0.988
H -1.241 -1.768 -4.769
H 0.188 -2.047 -3.827
Cl 1.672 0.004 1.537
C 3.247 0.007 0.756
C 4.385 0.006 1.535
C 5.610 0.004 0.890
C 5.678 0.005 -0.494
C 4.513 0.007 -1.245
Cl 4.636 0.006 -2.975
C 3.260 0.009 -0.631
S 1.736 0.013 -1.483
H 4.321 0.003 2.618
H 6.523 0.001 1.472
H 6.639 0.003 -0.996
*
```

- E_HOMO (alpha / beta) (hartree) = -0.47040 / -0.49755
- energy relative to the best compared isomer or geometry (same formula, charge and spin) (kcal/mol) = 35.14
- DFT total energy (Eh) = -3072.0433
- <S²> = 2.01
- LUMO level (alpha / beta) (eV) = -5.44 / -5.90



[4]
2 unconnected molecules or ions with the total composition C18H36N7O3 at a distorted geometry, computed with ωB97M-V/def2-TZVPD.

```
! RIJCOSX wB97M-V def2-TZVPD def2/J DEFGRID3
* xyz 1 1
O -2.421 0.891 0.622
O 2.078 7.948 -4.201
O 3.194 5.041 0.127
C -2.436 0.346 -0.476
C 2.160 7.464 -3.086
C 3.010 5.042 -1.085
C -0.811 4.035 0.065
C 0.136 4.973 0.363
C -0.100 3.669 2.131
N -0.951 3.229 1.180
N 4.026 4.710 -1.889
N -0.860 -10.740 3.815
N -2.339 -1.021 -0.620
N -1.223 -6.866 0.886
N 1.593 6.277 -2.855
N 0.588 4.725 1.644
C -2.476 1.213 -1.720
C 2.897 8.219 -1.995
C 4.046 4.569 -3.347
C -0.655 -9.293 3.732
C -0.964 -7.283 2.268
C -2.372 -1.997 0.465
C -0.781 -5.541 0.433
C -1.045 -8.805 2.341
C -1.465 -3.164 0.068
C -1.738 -4.434 0.886
C 0.655 6.024 -0.586
C 1.618 5.442 -1.642
H -1.349 3.945 -0.871
H 0.049 3.205 3.102
H -1.568 2.406 1.247
H 4.886 4.506 -1.401
H -1.839 -10.984 3.663
H -0.256 -11.236 3.159
H -2.375 -1.382 -1.570
H -2.186 -7.059 0.609
H 1.119 5.909 -3.666
H 1.387 5.184 2.074
H -3.078 0.727 -2.493
H -1.464 1.363 -2.104
H -2.927 2.182 -1.494
H 3.314 9.128 -2.430
H 2.205 8.500 -1.206
H 3.712 7.621 -1.597
H 3.140 4.077 -3.705
H 4.140 5.549 -3.821
H 4.905 3.965 -3.646
H -1.268 -8.795 4.490
H 0.394 -9.054 3.933
H 0.037 -6.958 2.574
H -1.690 -6.826 2.948
H -2.025 -1.566 1.410
H -3.401 -2.346 0.610
H 0.231 -5.331 0.795
H -0.742 -5.557 -0.661
H -2.064 -9.125 2.105
H -0.371 -9.245 1.599
H -0.419 -2.862 0.189
H -1.624 -3.398 -0.990
H -2.772 -4.756 0.725
H -1.605 -4.240 1.954
H 1.157 6.808 -0.016
H -0.205 6.479 -1.083
H 1.188 4.491 -1.954
*
```

- E_HOMO (hartree) = -0.36181
- DFT total energy (Eh) = -1316.3286
- LUMO level (eV) = -2.43